1.
C34H31F37N3O7S | the ωB97M-V functional and the def2-TZVPD basis

Each line ends with the Mulliken charge.
Positions of all 113 atoms, in Å:
O  -0.018  -1.603  3.347  -0.477
C  -0.485  -1.332  2.278  -0.238
C  0.244  -1.861  0.960  -0.132
C  0.711  -0.601  0.167  0.390
N  0.253  0.689  0.363  0.145
C  0.909  1.532  -0.595  0.028
C  0.721  3.072  -0.819  -0.084
C  -0.865  3.336  -0.920  -0.349
C  -1.498  2.824  -2.243  0.322
F  -1.391  3.617  -3.384  -0.314
C  -2.204  1.672  -2.396  -0.073
F  -3.397  1.603  -3.054  -0.248
F  -1.735  0.501  -1.889  0.088
C  1.807  0.739  -1.386  -0.432
C  2.782  1.090  -2.541  -0.857
C  4.120  1.698  -1.863  -0.668
C  4.193  3.282  -1.953  -0.618
S  4.139  4.081  -0.287  -0.213
N  1.628  -0.569  -0.846  0.578
N  2.371  -1.576  -1.455  -0.223
C  3.028  -2.452  -0.505  0.269
O  3.999  -2.171  0.083  -0.386
F  2.525  -3.727  -0.296  -0.222
C  1.617  -2.303  -2.479  0.366
O  2.137  -2.518  -3.510  -0.402
F  0.323  -2.710  -2.325  -0.073
H  -1.442  -0.735  2.223  0.382
H  -0.520  -2.483  0.411  0.273
H  1.128  -2.461  1.303  0.337
H  -0.424  1.008  1.058  0.496
H  1.179  3.323  -1.817  0.203
H  1.218  3.678  -0.010  0.237
H  -1.036  4.440  -0.862  0.096
H  -1.395  2.875  -0.042  0.357
H  2.303  1.835  -3.235  0.566
H  3.123  0.173  -3.099  0.278
H  4.077  1.387  -0.778  0.362
H  5.010  1.202  -2.345  0.386
H  3.391  3.693  -2.616  0.368
H  5.183  3.527  -2.433  0.398
H  3.159  5.041  -0.363  0.083
C  -1.879  9.836  -1.987  -0.696
C  -1.480  9.521  -3.442  0.852
C  -1.992  8.197  -4.012  0.077
F  -1.545  7.127  -3.320  -0.180
F  -1.557  8.039  -5.286  -0.273
F  -0.135  9.612  -3.560  -0.269
F  -1.993  10.519  -4.215  -0.323
O  -0.922  9.534  -0.967  -0.395
C  -0.877  8.226  -0.484  0.720
C  0.444  7.528  -0.817  0.223
F  0.682  7.505  -2.141  -0.210
F  0.412  6.228  -0.401  -0.193
F  -1.953  7.539  -0.915  -0.256
F  -1.001  8.314  0.858  -0.310
H  -1.982  10.921  -1.935  0.413
H  -2.870  9.451  -1.739  0.333
H  -3.085  8.171  -4.026  0.268
H  1.285  8.026  -0.330  0.210
C  -5.402  -3.620  -0.012  -0.390
C  -6.333  -4.257  -1.061  0.887
C  -5.724  -5.365  -1.922  0.049
F  -4.670  -4.936  -2.648  -0.205
F  -6.640  -5.823  -2.808  -0.282
F  -6.861  -3.279  -1.833  -0.289
F  -7.379  -4.803  -0.379  -0.316
O  -4.765  -2.388  -0.369  -0.401
C  -3.590  -2.452  -1.112  0.896
C  -3.732  -1.850  -2.508  0.170
F  -4.708  -2.441  -3.218  -0.214
F  -2.580  -2.013  -3.212  -0.214
F  -3.138  -3.720  -1.131  -0.356
F  -2.665  -1.728  -0.421  -0.198
H  -6.039  -3.349  0.829  0.184
H  -4.692  -4.338  0.401  0.300
H  -5.402  -6.210  -1.306  0.290
H  -3.952  -0.783  -2.448  0.049
C  -6.627  -4.504  4.873  -0.906
C  -5.757  -4.215  3.636  1.157
C  -4.264  -4.516  3.778  0.027
F  -3.680  -3.793  4.750  -0.227
F  -3.611  -4.202  2.622  -0.189
F  -5.961  -2.936  3.239  -0.287
F  -6.233  -5.002  2.624  -0.335
O  -6.935  -3.403  5.726  -0.412
C  -5.991  -3.044  6.696  0.754
C  -5.396  -1.655  6.448  0.170
F  -4.820  -1.568  5.229  -0.184
F  -4.431  -1.385  7.360  -0.262
F  -5.053  -4.005  6.797  -0.272
F  -6.647  -3.036  7.874  -0.292
H  -7.599  -4.815  4.487  0.439
H  -6.266  -5.365  5.440  0.358
H  -4.093  -5.576  3.981  0.257
H  -6.165  -0.884  6.519  0.249
C  7.980  -2.065  0.738  -0.727
C  8.386  -2.475  -0.690  0.838
C  7.899  -3.846  -1.165  0.214
F  8.363  -4.853  -0.403  -0.213
F  8.338  -4.084  -2.426  -0.274
F  9.726  -2.369  -0.815  -0.269
F  7.854  -1.541  -1.536  -0.311
O  8.939  -2.276  1.773  -0.431
C  9.006  -3.550  2.351  0.790
C  10.339  -4.252  2.072  0.193
F  10.576  -4.364  0.750  -0.212
F  10.324  -5.508  2.579  -0.253
F  7.940  -4.280  1.971  -0.273
F  8.877  -3.366  3.683  -0.297
H  7.857  -0.980  0.713  0.405
H  6.996  -2.448  1.014  0.427
H  6.806  -3.892  -1.176  0.154
H  11.169  -3.705  2.523  0.243

Summary:
charge	+1
E	-165933.9512	eV
LUMO level	-3.493	eV

***

2.
C12H47N3O10 | the ωB97M-V functional and the def2-TZVPD basis

Each line ends with the Mulliken charge.
Positions of all 72 atoms, in Å:
C  -0.259  -3.406  -0.751  -0.594
O  -0.487  -3.312  -2.194  -0.403
C  0.578  -3.944  -2.892  -0.799
C  0.722  -3.035  -4.171  0.675
C  1.315  -3.798  -5.404  -1.477
N  1.712  -1.968  -3.823  -0.650
H  -0.040  -4.401  -0.363  0.465
H  -1.209  -3.027  -0.374  0.207
H  0.467  -2.665  -0.418  0.114
H  1.501  -4.053  -2.322  0.421
H  0.193  -4.950  -3.058  0.431
H  -0.228  -2.614  -4.502  0.239
H  1.467  -3.309  -6.366  0.370
H  0.596  -4.611  -5.506  0.365
H  2.275  -4.260  -5.171  0.329
H  1.635  -1.148  -4.407  0.294
H  1.512  -1.617  -2.897  -0.005
C  0.863  2.571  0.170  -0.821
O  2.175  2.553  -0.455  -0.282
C  3.242  3.321  0.133  -1.070
C  4.606  3.091  -0.460  0.469
C  4.648  3.368  -2.022  -1.273
N  5.097  1.778  -0.148  -0.750
H  0.467  3.582  0.076  0.429
H  0.936  2.427  1.248  0.321
H  0.106  1.927  -0.277  0.194
H  3.110  4.399  0.036  0.403
H  3.290  3.215  1.217  0.437
H  5.333  3.839  -0.143  0.386
H  4.014  4.226  -2.246  0.355
H  4.271  2.640  -2.740  0.209
H  5.673  3.563  -2.334  0.363
H  5.083  1.586  0.844  0.295
H  4.301  1.168  -0.264  0.248
C  -2.279  2.446  2.766  -0.567
O  -2.427  1.853  4.130  -0.424
C  -2.669  0.488  4.137  -0.520
C  -3.572  0.111  5.384  0.483
C  -3.737  -1.329  5.778  -1.558
N  -4.888  0.607  5.063  -0.735
H  -1.966  3.482  2.892  0.362
H  -3.218  2.571  2.227  0.333
H  -1.489  1.999  2.163  0.096
H  -3.262  0.208  3.267  0.298
H  -1.714  -0.033  4.079  0.327
H  -3.301  0.664  6.283  0.305
H  -4.693  -1.507  6.270  0.415
H  -2.865  -1.636  6.355  0.369
H  -3.735  -1.892  4.845  0.344
H  -4.796  1.461  4.531  0.270
H  -5.362  -0.112  4.536  0.242
O  -0.549  -2.274  2.590  -0.657
H  0.363  -2.233  2.304  0.310
H  -0.951  -1.486  2.222  0.272
O  -0.964  -0.525  -3.029  -0.731
H  -0.946  -1.466  -2.853  0.311
H  -0.102  -0.213  -2.755  0.502
O  -0.972  -0.085  0.652  0.279
H  -0.074  -0.143  0.979  0.075
H  -0.879  -0.036  -0.299  -0.144
O  1.336  0.550  -2.239  -0.428
H  1.394  1.214  -2.926  0.195
H  1.612  1.004  -1.443  0.146
O  1.578  -0.829  1.044  -0.537
H  2.007  -0.767  1.897  0.249
H  2.202  -1.304  0.495  0.222
O  -4.099  0.320  -0.524  -0.694
H  -3.337  0.065  -0.004  0.265
H  -3.763  0.974  -1.137  0.394
O  -2.644  1.530  -2.425  -0.643
H  -2.008  0.844  -2.625  0.386
H  -2.194  2.346  -2.642  0.292

Summary:
charge	0
SMILES	COC[C@H](C)N.COC[C@H](C)N.COC[C@H](C)N.O.O.O.O.O.O.O
E	-38148.8920	eV
relative energy (zero: lowest compared OMol25 entry of this formula, charge and spin)	58.5	kcal per mole
LUMO level	-0.474	eV

***

3.
C2HF5O | the ωB97M-V functional and the def2-TZVPD basis

Each line ends with the natural charge from an NBO analysis.
Positions of all 9 atoms, in Å:
F  2.593  0.326  -0.467  -0.126
O  1.251  0.551  -0.749  -0.131
C  0.563  0.138  0.345  0.364
F  0.329  1.207  1.184  -0.326
C  -1.119  -0.288  -0.202  0.951
F  -1.500  -1.515  0.214  -0.320
F  -1.859  0.589  0.456  -0.303
F  -1.310  -0.206  -1.529  -0.306
H  1.051  -0.803  0.748  0.197

Summary:
charge	0
SMILES	FO[C@@H](F)C(F)(F)F
E	-17720.8948	eV
relative energy (zero: lowest compared OMol25 entry of this formula, charge and spin)	101.4	kcal per mole
LUMO level	0.441	eV

***

The records above yield strongest force on any atom values of 3.6; 3.0; 3.3 eV/Å, respectively.